The following is a quantum chemistry calculation of a 8-piece molecular cluster, C55H48N2O30 overall, from the OMol25 dataset.

```
135
Properties=species:S:1:pos:R:3:forces:R:3
C -2.462883 -3.504843 -2.057238 -0.212 0.218 0.091
C -2.334895 -2.041907 -1.645301 0.018 -0.237 0.060
C -1.929624 -1.914367 -0.169495 -0.027 0.029 0.048
C -1.171996 -0.666316 0.160930 -0.420 0.196 -0.074
C -1.706447 0.559189 0.240009 0.141 -0.265 -0.077
C -3.158264 0.877268 0.049252 -0.200 0.137 -0.040
N -3.993609 0.402379 1.175271 0.220 0.079 0.079
C -3.350550 0.507777 2.484715 -0.241 -0.030 0.041
C -0.810368 1.688774 0.581449 -0.057 0.113 -0.167
O -1.073114 2.844173 0.315454 -0.089 -0.004 0.210
C 0.432540 1.364904 1.347905 0.619 -0.133 0.212
N 0.943503 2.382101 2.132187 -0.838 0.097 0.133
C 0.971539 2.139238 3.601267 0.447 -0.129 -0.421
C 0.442210 3.329778 4.383797 -0.041 -0.270 0.142
C 0.967874 0.137684 1.227562 -0.137 0.352 0.385
C 0.294035 -0.829882 0.381132 0.047 0.175 -0.127
O 0.865664 -1.746100 -0.170107 0.307 -0.587 0.092
H -2.955673 -3.589549 -3.022646 0.072 -0.054 -0.158
H -1.490324 -3.989841 -2.101969 0.085 -0.108 0.034
H -3.086384 -4.029831 -1.333935 0.025 -0.159 0.043
H -1.582266 -1.545922 -2.254998 -0.033 0.098 -0.175
H -3.299586 -1.567311 -1.810673 0.027 0.260 -0.061
H -1.299198 -2.764872 0.076187 0.064 -0.073 0.076
H -2.808550 -1.945403 0.476080 -0.131 -0.069 -0.049
H -3.246705 1.957173 -0.078239 0.036 0.114 0.013
H -3.521941 0.430120 -0.873565 -0.050 -0.109 -0.016
H -4.796505 1.017040 1.215700 -0.180 -0.128 -0.102
H -2.934775 1.500147 2.697702 0.145 0.063 0.000
H -4.099144 0.303455 3.247033 -0.066 0.006 0.043
H -2.572360 -0.242994 2.595507 0.131 -0.002 -0.029
H 0.400245 3.214184 1.933283 0.122 0.155 -0.047
H 0.388344 1.249528 3.837764 -0.063 -0.080 -0.112
H 1.996353 1.922057 3.885867 0.076 -0.049 0.166
H -0.039909 2.964314 5.287638 0.048 0.038 0.137
H 1.237762 4.002414 4.688179 0.010 0.223 -0.112
H -0.315812 3.863627 3.813762 -0.027 0.153 -0.047
H 1.888771 -0.126450 1.723903 0.177 -0.074 -0.156
C 3.118860 -3.347084 -4.546235 0.048 0.138 -0.034
C 3.797586 -4.467820 -4.814670 -0.039 0.008 -0.043
C 4.208247 -5.430792 -3.730982 -0.018 0.017 0.244
O 4.819721 -6.424826 -4.083392 0.045 -0.045 -0.062
C 3.858331 -5.122345 -2.362856 0.075 -0.115 -0.039
C 3.158287 -4.008580 -2.086693 -0.022 -0.051 0.030
C 2.737727 -3.047006 -3.180657 0.028 -0.032 -0.144
O 2.093773 -2.067937 -2.859951 -0.060 0.030 0.075
O 2.793817 -3.689503 -0.860012 0.007 -0.023 0.034
O 4.158473 -4.841277 -6.032843 -0.060 0.102 -0.098
H 2.815555 -2.653605 -5.317891 -0.004 -0.004 -0.011
H 4.163272 -5.817464 -1.593589 -0.023 0.014 0.029
H 2.238357 -2.882019 -0.854323 -0.049 0.118 -0.088
H 4.641459 -5.686362 -5.940227 0.059 -0.011 -0.028
C 2.655560 1.050231 8.111274 -0.168 0.033 -0.043
C 3.656719 0.915626 8.992047 -0.045 0.009 -0.062
C 4.862539 0.050750 8.708043 0.040 -0.138 -0.229
O 5.720334 0.008201 9.569426 0.029 0.025 0.102
C 4.926517 -0.664689 7.448185 0.119 -0.030 0.078
C 3.923351 -0.529923 6.570246 0.051 -0.052 0.001
C 2.727540 0.345784 6.851011 -0.099 0.212 0.247
O 1.874581 0.414505 5.982108 0.026 -0.139 -0.096
O 3.880591 -1.137637 5.394997 0.069 -0.048 -0.035
O 3.695155 1.516205 10.169576 -0.062 0.063 0.049
H 1.790701 1.673372 8.287232 0.049 0.056 0.043
H 5.788363 -1.288322 7.258470 -0.004 -0.003 -0.022
H 3.043216 -0.862144 4.974821 -0.055 0.038 0.016
H 4.534610 1.242065 10.588450 0.051 -0.041 -0.016
C -3.607463 7.903289 -1.911422 0.087 0.112 -0.027
C -4.541112 6.952854 -1.769569 0.000 0.071 -0.026
C -4.245075 5.626615 -1.109955 0.224 -0.078 0.092
O -5.175490 4.843635 -1.021181 -0.091 -0.025 -0.027
C -2.905649 5.366472 -0.633515 -0.080 -0.123 0.062
C -1.968638 6.315912 -0.776526 -0.061 -0.050 0.003
C -2.268122 7.650918 -1.418974 -0.241 0.080 -0.104
O -1.349300 8.446368 -1.484076 0.104 0.010 0.015
O -0.715194 6.190494 -0.376325 0.054 -0.073 0.068
O -5.792788 7.076867 -2.180561 -0.042 0.077 -0.041
H -3.809536 8.856276 -2.379006 -0.022 -0.002 0.000
H -2.698340 4.407656 -0.180614 0.083 0.011 -0.007
H -0.271787 7.030246 -0.607430 -0.018 0.060 -0.033
H -6.239167 6.240584 -1.942352 0.017 -0.061 0.032
C -8.367405 -1.948471 2.072274 -0.057 -0.127 -0.011
C -7.851024 -0.717637 1.947395 -0.034 -0.051 -0.024
C -7.245390 0.023482 3.116855 0.058 -0.109 0.223
O -6.781004 1.126858 2.888617 0.023 0.086 -0.124
C -7.244681 -0.609056 4.417448 0.060 0.129 0.015
C -7.762900 -1.839535 4.542453 0.043 0.052 0.041
C -8.349659 -2.590564 3.369175 -0.020 0.087 -0.254
O -8.779087 -3.705634 3.597945 -0.024 -0.071 0.074
O -7.809945 -2.509341 5.679897 0.037 0.024 0.092
O -7.823614 -0.043722 0.810558 -0.035 -0.016 -0.087
H -8.799849 -2.486810 1.241223 0.011 0.016 -0.021
H -6.820802 -0.066337 5.250348 -0.003 -0.018 0.016
H -8.228956 -3.368526 5.473466 -0.026 -0.031 -0.058
H -7.398018 0.812795 1.006171 0.019 0.030 0.051
C -1.610025 -3.100855 -7.626097 -0.086 0.040 -0.107
C -1.002950 -3.457998 -6.485209 -0.025 0.055 -0.039
C 0.077539 -4.513823 -6.446030 0.133 -0.108 -0.188
O 0.569763 -4.752548 -5.358844 -0.087 -0.030 0.139
C 0.466586 -5.161108 -7.680827 0.067 -0.067 0.084
C -0.141073 -4.802930 -8.820616 0.056 -0.047 0.035
C -1.216758 -3.742993 -8.862783 -0.094 0.140 0.208
O -1.690218 -3.489641 -9.955101 -0.008 -0.029 -0.099
O 0.135012 -5.327593 -10.002912 0.073 -0.069 -0.033
O -1.279906 -2.928576 -5.306173 -0.053 0.065 0.041
H -2.382711 -2.346466 -7.665244 0.006 0.012 0.023
H 1.241290 -5.913839 -7.641104 0.009 0.008 -0.019
H -0.449586 -4.876907 -10.643702 -0.049 0.050 0.003
H -0.680826 -3.354367 -4.661021 0.041 -0.037 0.005
C 9.066266 -4.468973 -9.584074 0.095 0.072 -0.075
C 8.334694 -5.280222 -8.807304 0.067 0.002 -0.027
C 6.853071 -5.073241 -8.599233 -0.195 0.248 -0.097
O 6.282984 -5.878034 -7.885733 0.042 -0.186 0.123
C 6.206998 -3.950595 -9.243260 -0.106 -0.056 0.067
C 6.939342 -3.137586 -10.017700 -0.070 -0.016 0.026
C 8.417788 -3.354396 -10.243341 0.151 -0.195 0.107
O 8.979432 -2.562260 -10.976685 -0.009 0.088 -0.051
O 6.453038 -2.084679 -10.652322 -0.093 0.035 -0.008
O 8.824517 -6.323981 -8.160139 0.086 -0.037 0.000
H 10.125937 -4.609978 -9.741383 0.001 -0.022 0.010
H 5.149600 -3.804615 -9.073544 0.000 0.014 -0.005
H 7.203296 -1.688091 -11.137463 0.068 -0.014 -0.007
H 8.073999 -6.728566 -7.682351 -0.063 0.012 0.008
C 1.647989 6.128457 7.788898 0.070 -0.128 -0.022
C 1.279304 7.410328 7.931818 0.059 -0.044 -0.011
C -0.152065 7.811919 8.207467 -0.213 -0.163 0.024
O -0.369197 9.001775 8.332562 0.041 0.095 -0.009
C -1.159245 6.775028 8.301902 -0.062 0.126 0.014
C -0.789538 5.495288 8.156803 -0.058 0.041 0.018
C 0.643977 5.094998 7.900109 0.203 0.162 -0.052
O 0.866519 3.901372 7.792461 -0.052 -0.111 0.024
O -1.626057 4.472318 8.222747 -0.093 0.001 0.016
O 2.112477 8.430977 7.850504 0.098 0.004 -0.013
H 2.668976 5.832366 7.594312 0.010 0.023 0.009
H -2.181875 7.070608 8.487556 -0.008 -0.023 0.005
H -1.086607 3.668947 8.089099 0.061 -0.016 -0.009
H 1.577046 9.235662 7.998705 -0.065 0.013 0.012
```
Forces are in eV/Å.

Its HOMO-LUMO gap is 7.27 eV. Its total energy is -122214.771 eV. Its HOMO energy is -9.024 eV.


The following is a quantum chemistry calculation of C55H49BeI2N5O2P2S as an isolated structure, from the OMol25 dataset.

```
117
Properties=species:S:1:pos:R:3:forces:R:3
Be -0.445880 -0.364572 -0.072476 -0.117 -0.233 0.103
O 0.004056 0.228978 3.080566 0.060 0.015 -0.053
C 0.585702 -0.924528 3.552229 -0.087 0.007 -0.002
C 0.377642 -1.425592 4.830590 0.031 -0.068 0.021
C 1.104039 -2.525983 5.255820 -0.027 0.009 0.027
C 2.038226 -3.120473 4.421691 -0.003 -0.004 -0.007
C 2.191765 -2.646599 3.131841 0.063 -0.013 0.024
C 1.440598 -1.565471 2.659512 0.128 -0.089 0.011
P 1.566252 -1.017705 0.928854 -0.098 0.185 -0.069
C 2.338135 -2.483420 0.154599 -0.022 0.074 -0.142
C 1.771528 -3.743372 0.351776 -0.074 -0.039 -0.062
C 2.373995 -4.873902 -0.173186 -0.008 -0.009 -0.050
C 3.539854 -4.757757 -0.925240 -0.004 -0.033 0.001
C 4.101418 -3.509951 -1.134014 -0.013 0.035 0.023
C 3.508893 -2.375966 -0.586927 -0.012 -0.052 -0.099
C 2.913249 0.198282 0.881077 0.075 -0.009 0.167
C 3.214392 0.836280 -0.320288 0.081 0.009 -0.087
C 4.301970 1.693105 -0.410686 -0.040 -0.026 0.012
C 5.095538 1.918096 0.705546 0.039 0.002 0.045
C 4.817002 1.266516 1.899245 0.013 0.034 -0.026
C 3.737020 0.400492 1.986676 -0.156 0.149 0.077
C -1.143119 0.700769 3.694396 0.072 0.049 0.021
C -1.104232 1.235449 4.974136 -0.030 0.035 -0.003
C -2.271555 1.724118 5.534677 -0.002 0.017 0.020
C -3.461313 1.697058 4.814636 0.019 0.002 0.017
C -3.467093 1.223649 3.516410 -0.033 -0.052 0.021
C -2.300481 0.719616 2.936156 -0.191 -0.011 0.021
P -2.234524 0.458105 1.139119 0.205 -0.053 -0.159
C -3.782784 -0.344746 0.665028 -0.077 0.086 -0.005
C -4.996687 0.339971 0.564672 -0.017 0.004 0.005
C -6.157061 -0.343315 0.237608 0.000 -0.004 -0.006
C -6.118531 -1.713740 0.012960 -0.012 -0.015 -0.001
C -4.917809 -2.399682 0.120161 0.006 0.000 0.017
C -3.752307 -1.720174 0.443553 -0.035 -0.026 -0.016
C -2.304972 2.205394 0.604811 0.006 0.029 0.092
C -3.030764 2.654600 -0.495242 0.052 -0.009 -0.068
C -2.920914 3.974103 -0.913780 -0.007 0.013 -0.018
C -2.093529 4.858272 -0.236631 -0.005 0.010 0.000
C -1.370766 4.420607 0.864058 -0.001 -0.017 0.010
C -1.473776 3.102022 1.280930 -0.018 0.054 -0.017
H -0.331602 -0.967046 5.500422 0.001 -0.010 -0.012
H 0.947607 -2.904773 6.258113 0.003 0.009 -0.033
H 2.632978 -3.955210 4.767028 -0.006 0.019 -0.010
H 2.904313 -3.133260 2.480880 -0.006 0.042 0.023
H 0.881600 -3.847216 0.961570 -0.017 0.010 0.000
H 1.952085 -5.852009 0.025488 -0.011 0.000 -0.003
H 4.020761 -5.642114 -1.324386 -0.019 0.015 0.004
H 5.014191 -3.410695 -1.707289 -0.019 -0.006 0.012
H 3.974155 -1.412003 -0.744194 0.015 -0.092 0.015
H 2.652407 0.597908 -1.213853 -0.176 0.107 -0.085
H 4.539069 2.169368 -1.353855 -0.020 -0.016 0.017
H 5.943314 2.587886 0.641952 -0.016 -0.008 -0.004
H 5.445812 1.427808 2.765142 -0.007 -0.006 -0.018
H 3.531479 -0.103195 2.922786 0.002 -0.004 -0.017
H -0.167098 1.274876 5.512783 -0.008 0.003 -0.003
H -2.251240 2.136566 6.535146 -0.004 -0.008 -0.022
H -4.373121 2.075332 5.256432 0.012 -0.005 -0.007
H -4.385571 1.257371 2.944012 0.035 -0.018 0.012
H -5.040966 1.408136 0.736004 0.002 -0.018 0.002
H -7.093704 0.193303 0.160355 0.016 -0.007 0.004
H -7.027112 -2.244576 -0.242010 0.025 0.015 0.005
H -4.883568 -3.468636 -0.049553 -0.018 0.009 -0.003
H -2.825713 -2.274087 0.522221 0.025 0.022 0.028
H -3.681708 1.984234 -1.042668 0.021 -0.016 -0.004
H -3.484867 4.307993 -1.775749 -0.006 0.000 -0.011
H -2.018472 5.887994 -0.563015 0.003 -0.020 0.003
H -0.728716 5.104644 1.404152 -0.013 -0.008 -0.008
H -0.903440 2.780541 2.144583 -0.011 0.007 -0.009
C -5.277890 6.846594 -3.286114 -0.010 -0.001 -0.001
C -4.523641 5.750563 -3.988342 0.017 0.007 -0.007
C -4.994333 4.441294 -4.001215 -0.019 -0.042 0.040
C -4.306919 3.424787 -4.650605 -0.009 0.056 -0.026
C -3.115001 3.710719 -5.302179 0.005 -0.082 -0.055
N -2.409023 2.725107 -6.053854 0.064 0.010 0.039
C -2.312131 1.385570 -5.817074 0.060 0.029 -0.018
O -2.119110 0.561603 -6.678532 -0.081 0.047 0.078
N -2.429805 0.986719 -4.457710 0.030 0.078 0.006
C -1.545286 1.405891 -3.465259 -0.133 0.053 0.000
C -0.738340 2.539886 -3.530637 0.058 0.077 0.002
C 0.099498 2.819592 -2.465768 0.003 0.026 -0.017
C 0.181163 1.952044 -1.397268 0.014 -0.044 0.177
N -0.566257 0.840989 -1.337903 -0.012 -0.209 -0.194
C -1.459232 0.626624 -2.318836 0.095 0.041 0.031
C -2.626928 5.012737 -5.300064 0.006 0.007 0.057
C -3.328830 6.017035 -4.653751 0.022 0.029 0.005
H -6.286866 6.528786 -3.026860 0.013 -0.002 -0.001
H -5.354692 7.735598 -3.912290 0.011 -0.015 0.000
H -4.773275 7.142642 -2.363593 0.001 -0.006 -0.005
H -5.937645 4.212293 -3.517947 0.018 0.004 -0.007
H -4.720117 2.426506 -4.683917 0.004 -0.023 -0.001
H -2.150257 2.968515 -6.997823 -0.096 0.007 -0.088
H -2.622630 -0.004702 -4.432481 0.041 -0.043 0.003
H -0.772814 3.199446 -4.385481 0.036 -0.060 0.050
H 0.710256 3.712314 -2.466928 -0.013 -0.030 -0.015
H 0.821217 2.155837 -0.554300 0.165 -0.063 0.041
H -2.128233 -0.215014 -2.199433 0.052 -0.008 -0.031
H -1.705927 5.243399 -5.824483 -0.019 -0.008 0.004
H -2.944445 7.030354 -4.678032 -0.013 -0.018 0.000
I 1.496803 -1.135682 -3.675190 0.088 0.020 0.006
I 3.434387 -0.059128 -5.153948 -0.006 -0.005 -0.012
C -0.132052 -6.706939 -3.299398 -0.013 0.006 0.018
C -0.659724 -5.916872 -2.152608 0.061 0.025 -0.016
C -1.288417 -6.433665 -1.051088 0.014 -0.022 -0.009
C -1.711808 -5.552000 -0.048633 -0.046 0.013 0.104
N -1.541864 -4.229315 -0.141362 0.125 -0.014 -0.065
C -0.938117 -3.739062 -1.213828 -0.069 0.017 0.312
S -0.702166 -2.071625 -1.519430 -0.059 0.023 -0.025
N -0.499470 -4.575525 -2.193744 0.008 0.004 -0.067
C -2.380727 -6.047645 1.189799 0.004 0.009 -0.025
H -0.225473 -7.771192 -3.103781 0.002 -0.002 -0.011
H 0.918887 -6.468764 -3.474507 -0.012 -0.002 0.003
H -0.689146 -6.468717 -4.207730 0.007 -0.001 0.003
H -1.440167 -7.498968 -0.962211 -0.008 0.014 0.013
H -0.012155 -4.152098 -2.976665 0.013 -0.001 -0.003
H -2.435660 -7.132874 1.222749 0.012 0.016 -0.011
H -3.391057 -5.637791 1.243517 0.016 0.009 0.004
H -1.840582 -5.680908 2.063876 -0.013 0.000 -0.010
```
Forces are in eV/Å.

Its HOMO-LUMO gap is 7.21 eV. Its total energy is -115384.661 eV. The calculation puts the energy relative to the best compared isomer or geometry (same formula, charge and spin) at 3.4 kcal per mole. The net charge is +2. Its HOMO energy is -12.457 eV.


Q: Which of these has the lowest HOMO?
A: C55H49BeI2N5O2P2S